Here is a 2-piece molecular cluster, C3N6O overall from the OMol25 dataset. Energies are from the ωB97M-V functional and the def2-TZVPD basis.

Values from the calculation:
ΔE to the lowest compared entry with this formula, charge and spin ... 0.00 kcal/mol
Electronic energy ... -14090.287 eV
⟨S²⟩ ... 2.0360
Kohn-Sham gap (alpha / beta) ... 6.9 / 7.9 eV
Multiplicity ... 3

Last column: Mulliken charge in e.
Geometry (Å):
C  -0.4180  1.4409  1.6928  0.52
C  1.4513  1.1732  0.3134  0.67
C  -0.3443  -0.9072  -0.7547  0.44
N  -1.3500  1.9050  2.1741  -0.39
N  0.6645  1.0083  1.1859  -0.40
N  0.6784  -2.4218  -2.3689  -0.65
N  -1.7969  -0.4141  -0.5349  -0.16
N  -1.2936  -1.1140  0.3077  -0.21
N  0.0944  -1.8413  -1.5706  0.53
O  2.3141  1.1708  -0.4449  -0.35

Forces on atoms 1 to 2 (eV/Å):
-1.83 1.35 0.97
1.35 -0.18 -0.87